The following is a DFT calculation (ωB97M-V with the def2-TZVPD basis set) of 4 unconnected molecules or ions with the total composition C16H44N4O4 in a non-equilibrium geometry.

The energy above the lowest of the compared OMol25 structures with the same formula, charge and spin is 0.565 eV. Its HOMO-LUMO gap is 9.8 eV. As for the structure (SMILES): COC[C@H](C)N.COC[C@H](C)N.COC[C@H](C)N.COC[C@H](C)N. The multiplicity is 1. The calculated total energy is -31453.633 eV.

Geometry (Å):
C1 0.47905 -1.42884 -0.50995
O1 0.17423 -0.34804 0.32174
C2 0.53785 -0.56794 1.67491
C3 -0.19654 0.46334 2.52505
C4 0.01186 0.31045 4.01257
N1 -1.62780 0.58993 2.18587
H1 0.02789 -1.26905 -1.49413
H2 0.03389 -2.38815 -0.21336
H3 1.55377 -1.51435 -0.70791
H4 0.25170 -1.58996 1.96091
H5 1.62389 -0.43863 1.76433
H6 0.20709 1.42424 2.17784
H7 -0.54034 1.12720 4.47931
H8 1.06820 0.41815 4.26686
H9 -0.35345 -0.62954 4.42784
H10 -2.10487 -0.30634 2.23270
H11 -1.68821 0.86196 1.21257
C5 -1.34891 -0.85731 -5.72577
O2 0.01295 -1.05739 -6.09003
C6 0.87595 -0.08170 -5.53917
C7 1.28715 -0.43900 -4.11301
C8 1.93262 0.76746 -3.44831
N2 2.21938 -1.56877 -4.07831
H12 -1.43725 -0.36500 -4.75332
H13 -1.79170 -1.84737 -5.69630
H14 -1.84451 -0.18777 -6.43690
H15 1.76238 -0.02582 -6.18197
H16 0.43297 0.92187 -5.62824
H17 0.39033 -0.74510 -3.57407
H18 2.27420 0.55540 -2.43576
H19 1.26156 1.62630 -3.44665
H20 2.84039 1.04244 -3.99897
H21 1.74313 -2.42680 -4.33076
H22 2.94781 -1.44079 -4.77265
C9 -4.16313 -2.58300 0.42260
O3 -3.08374 -2.96564 -0.39787
C10 -2.92961 -2.15050 -1.55954
C11 -3.85881 -2.59635 -2.67044
C12 -3.30698 -3.76464 -3.45893
N3 -4.11464 -1.45231 -3.60470
H23 -5.14581 -2.73993 -0.04253
H24 -4.08614 -1.52717 0.70455
H25 -4.13455 -3.22762 1.29936
H26 -2.96396 -1.08394 -1.31752
H27 -1.91438 -2.41169 -1.86961
H28 -4.83527 -2.85698 -2.23953
H29 -2.28038 -3.52561 -3.76455
H30 -3.83178 -3.93435 -4.39859
H31 -3.26278 -4.66516 -2.84833
H32 -4.84332 -1.73884 -4.25158
H33 -4.56243 -0.73943 -3.03204
C13 3.70452 4.27336 2.51571
O4 3.38090 4.30505 3.89332
C14 3.25146 3.03916 4.47543
C15 2.92607 3.26038 5.93734
C16 2.78948 1.94872 6.69972
N4 1.69055 4.05333 6.12875
H34 4.44790 3.50557 2.28721
H35 4.05391 5.27165 2.26345
H36 2.81398 4.06675 1.90658
H37 2.47901 2.40147 4.01571
H38 4.19538 2.47697 4.38786
H39 3.71668 3.84713 6.40928
H40 3.09596 1.98247 7.74631
H41 3.42573 1.16282 6.27697
H42 1.76062 1.57988 6.70186
H43 0.89309 3.45282 5.92940
H44 1.67582 4.75056 5.38736

Force components x, y, z for each atom (eV/Å):
-0.007 -0.280 -1.194
-0.269 -0.057 0.172
-0.208 -0.082 -0.162
-0.355 0.386 -1.001
0.064 0.424 0.044
0.137 -0.244 0.192
0.027 0.450 0.148
0.273 0.109 0.580
0.022 -0.222 0.312
0.087 0.008 0.088
0.016 -0.183 0.233
0.147 0.023 0.408
0.059 -0.089 0.206
-0.006 -0.099 0.049
-0.044 -0.086 -0.180
0.099 -0.074 0.174
0.001 0.014 -0.039
0.515 0.223 0.016
0.034 0.122 0.003
-0.115 0.201 -0.395
0.428 0.209 -0.235
0.308 0.015 -0.065
-0.156 -0.193 0.172
-0.049 -0.301 0.129
-0.373 0.139 -0.004
-0.076 -0.239 -0.159
0.053 -0.241 0.105
-0.200 -0.100 0.293
-0.033 0.063 0.107
-0.250 -0.098 0.058
0.013 0.021 0.080
-0.127 0.062 -0.088
-0.044 0.041 -0.062
0.048 0.068 0.047
-0.183 -0.164 -0.015
-0.187 0.350 -0.056
0.771 -1.187 0.235
-1.203 0.804 -0.840
0.738 0.170 -0.042
0.111 -0.200 0.660
0.123 0.052 -0.150
0.022 -0.018 0.135
0.080 0.161 0.110
-0.263 0.026 -0.009
0.038 0.479 -0.129
0.234 -0.325 0.237
-0.050 -0.024 0.104
-0.361 -0.160 0.199
-0.134 -0.083 -0.104
0.136 -0.043 -0.129
0.130 0.190 -0.208
-0.536 0.102 0.077
0.049 0.018 -0.468
0.380 -0.436 0.423
-0.663 0.109 0.861
0.266 -0.688 0.106
0.171 -0.220 -0.495
0.193 0.126 0.060
0.199 -0.090 -0.108
0.026 -0.065 0.072
-0.155 0.299 -0.168
0.016 0.092 -0.014
0.217 0.002 -0.291
-0.099 0.465 -0.020
-0.114 0.072 -0.185
0.017 0.023 -0.190
0.018 0.003 0.090
-0.005 0.171 0.225